1.
7
Properties=species:S:1:pos:R:3:nbo_charge:R:1 method="wB97M-V/def2-TZVPD" total_charge=0 e_lumo_ev=-0.56 homo_lumo_gap_ev=8.741 total_energy_ev=-14823.4756 largest_force_ha_per_bohr=0.1007
C -0.04672 0.44185 0.55220 -0.65
N -1.27541 0.21005 0.66331 0.07
N -2.23207 -0.35354 0.48636 0.08
N 0.21081 -0.97466 -1.91998 -0.96
P 0.89396 -0.36697 -0.78993 1.26
H 0.25960 1.32138 1.06859 0.24
H 2.18983 -0.27812 -0.06055 -0.03

---

2.
60
Properties=species:S:1:pos:R:3:nbo_charge:R:1 method="wB97M-V/def2-TZVPD" total_charge=0 e_lumo_ev=-0.30 homo_lumo_gap_ev=8.083 total_energy_ev=-36904.5059 largest_force_ha_per_bohr=0.0551
C -1.47908 -3.19593 2.32992 -0.62
C -1.08079 -1.70422 2.04774 -0.06
C -2.08285 -1.16449 1.01283 -0.44
C -1.79344 0.18914 0.36063 0.07
C -2.31624 1.39597 0.56091 -0.05
N -1.73508 2.62629 0.38001 -0.85
N -0.50033 0.11185 -0.23755 -0.93
N -0.96722 -0.86741 3.22236 -0.88
H -0.81073 -3.48274 3.15397 0.20
H -1.15615 -3.65540 1.42257 0.22
H -2.48068 -3.41727 2.71454 0.21
H -0.02882 -1.64323 1.60565 0.22
H -3.05798 -0.98063 1.51976 0.20
H -2.29564 -1.86295 0.19660 0.21
H -3.38177 1.49719 0.80756 0.21
H -0.79364 2.64224 -0.03314 0.38
H -2.28990 3.35020 -0.05425 0.40
H 0.29718 0.19352 0.38798 0.39
H -0.25621 0.78005 -0.98507 0.39
H -1.91911 -0.75845 3.59659 0.35
H -0.54910 0.05094 3.12079 0.39
H -2.26504 -4.31484 -2.19614 0.46
H -1.22029 -3.56600 -2.96680 0.48
O -1.44572 -4.49528 -2.66821 -0.95
H 2.46621 -1.53084 2.23230 0.51
H 2.90498 -0.11127 1.60865 0.48
O 2.20247 -0.74715 1.73415 -0.98
H -4.60974 1.90035 -1.23829 0.48
H -4.71539 3.45642 -1.39927 0.48
O -4.62007 2.73861 -0.76977 -0.96
H 4.95330 2.07954 -2.51680 0.48
H 4.73132 1.42947 -1.05544 0.49
O 4.99405 1.29431 -1.97139 -0.97
H 0.98543 -0.99931 4.09253 0.49
H 0.62620 -2.36725 4.18605 0.47
O 1.46044 -1.87410 4.19149 -0.96
H -0.55644 -0.63374 -3.78457 0.46
H -0.00476 -1.94151 -3.50110 0.48
O -0.32331 -1.42775 -4.28284 -0.95
H 0.47667 3.31007 -2.31727 0.47
H 0.49537 2.02319 -3.14108 0.51
O 0.14793 2.40579 -2.32736 -0.99
H 0.35863 -2.78874 -1.51442 0.50
H -0.73771 -1.53560 -1.38609 0.52
O -0.45664 -2.36933 -1.79358 -1.01
H -1.77293 2.35009 3.96156 0.50
H -1.24041 2.20658 2.47120 0.50
O -1.00403 2.14943 3.42339 -0.99
H 0.57702 2.38275 2.47904 0.52
H 1.37049 2.45610 1.03818 0.47
O 1.37609 2.20834 1.96046 -0.99
H 2.57064 0.97485 -3.39390 0.51
H 2.48768 1.97130 -2.22862 0.47
O 2.39332 1.90867 -3.18321 -0.97
H 3.00145 -2.06521 -4.69896 0.47
H 1.47144 -1.78257 -4.38893 0.48
O 2.34175 -1.37402 -4.60473 -0.97
H 3.24317 1.80505 1.34614 0.49
H 3.94255 2.85342 0.63715 0.47
O 4.07146 1.91556 0.83611 -0.96

---

3.
14
Properties=species:S:1:pos:R:3:nbo_charge:R:1 method="wB97M-V/def2-TZVPD" total_charge=0 e_lumo_ev=0.82 homo_lumo_gap_ev=8.693 total_energy_ev=-18525.3791 largest_force_ha_per_bohr=0.1130 smiles="CNN1C=CSN1"
C 2.09474 0.44027 0.06028 -0.41
N 0.76803 0.28557 0.52828 -0.52
N -0.15737 0.14463 -0.55310 -0.14
C -1.03131 -1.28067 -0.41021 -0.07
C -2.18811 -1.01706 0.14324 -0.38
S -2.53030 0.70662 0.46040 0.37
N -1.20141 1.05150 -0.62205 -0.60
H 2.67135 -0.48388 -0.26751 0.16
H 2.07755 1.09388 -0.81256 0.21
H 2.78759 1.04818 0.83779 0.19
H 0.75362 -0.23197 1.33296 0.36
H -0.37521 -2.05861 -0.56622 0.22
H -2.80564 -1.74281 0.43428 0.22
H -0.86355 2.04433 -0.56559 0.39

---

4.
9
Properties=species:S:1:pos:R:3:nbo_charge:R:1 method="wB97M-V/def2-TZVPD" total_charge=-1 e_lumo_ev=3.50 homo_lumo_gap_ev=7.545 total_energy_ev=-30374.1522 largest_force_ha_per_bohr=0.0688
C -1.63970 -0.12903 -0.03409 0.42
N -0.17915 -0.21166 0.35323 -0.91
O 2.34155 -0.65302 -1.43423 -0.94
O 2.33866 0.78827 0.48017 -0.95
O -2.26053 -1.13694 -0.17673 -0.65
S -2.11180 1.41622 -0.31276 -0.48
S 1.70683 0.48468 -0.74165 1.71
H -0.00164 -1.15062 0.79820 0.38
H -0.19423 0.59209 1.06787 0.41

---

5.
12
Properties=species:S:1:pos:R:3:nbo_charge:R:1 method="wB97M-V/def2-TZVPD" total_charge=0 e_lumo_ev=0.26 homo_lumo_gap_ev=8.774 total_energy_ev=-26923.4033 largest_force_ha_per_bohr=0.1376 smiles="COC(=S)SC"
C 0.62404 1.62981 1.61935 -0.25
O 1.15265 1.30364 0.23042 -0.53
C 0.84055 0.37711 -0.61074 0.13
S 1.96074 -0.52317 -1.53179 -0.15
S -0.81189 -0.33711 -0.18379 0.21
C -1.16745 -1.61581 -1.31632 -0.81
H -0.58404 1.94886 1.74964 0.22
H 0.60188 0.61202 2.20929 0.21
H 1.30628 2.29172 1.96556 0.20
H -1.46338 -1.19583 -2.35217 0.26
H -2.11410 -2.04438 -0.72462 0.24
H -0.34528 -2.44687 -1.05482 0.27

---

6.
78
Properties=species:S:1:pos:R:3:lowdin_charge:R:1 method="wB97M-V/def2-TZVPD" total_charge=+2 e_lumo_ev=-9.42 homo_lumo_gap_ev=2.744 total_energy_ev=-117155.4733 largest_force_ha_per_bohr=0.1218
Pb -1.59893 -2.17643 0.62673 1.41
C 2.23765 0.36990 0.97779 -0.08
C 1.48616 1.51051 1.34958 -0.16
C 0.50793 -0.32535 2.31777 -0.24
C 1.63939 -0.76830 1.58096 -0.14
C 0.41466 1.08607 2.15893 -0.06
C 3.50861 0.34638 0.24238 0.03
H 3.55445 1.16756 -0.48501 0.10
H 3.63768 -0.59728 -0.30046 0.10
H 4.37655 0.45502 0.91567 0.14
C 2.18082 -2.13606 1.57191 0.01
H 3.08781 -2.18197 0.96106 0.09
H 1.47748 -2.87595 1.15619 0.07
H 2.47232 -2.43925 2.59105 0.13
C -0.29843 -1.13602 3.26567 -0.10
H 0.25640 -1.27565 4.20980 0.13
H -0.52566 -2.16914 2.94148 -0.03
H -1.25708 -0.64961 3.50110 0.09
C -0.58563 1.92858 2.82882 0.05
H -0.27112 2.20291 3.84894 0.15
H -1.55043 1.41505 2.90978 0.11
H -0.74266 2.86220 2.27631 0.10
C 1.82858 2.92179 1.05776 -0.01
H 2.25736 3.44150 1.92735 0.11
H 0.93320 3.47423 0.75891 0.08
H 2.55726 2.98660 0.24911 0.08
C -0.04618 -0.10353 -2.88693 -0.12
C 0.94714 0.72339 -2.55267 -0.11
C 0.87739 2.22062 -2.50949 -0.17
C -0.47913 2.91628 -2.25267 -0.20
C -1.24675 2.50214 -1.05026 -0.10
C -2.12325 1.48992 -1.04976 -0.12
C -2.49054 0.60538 -2.20946 -0.19
C -1.41917 0.27914 -3.31884 -0.22
H 1.21183 2.60989 -3.49077 0.13
H -1.10932 2.75174 -3.13870 0.02
H 1.63215 2.56765 -1.77960 0.09
H -1.42994 1.10629 -4.04853 0.03
H 0.15927 -1.18545 -2.84283 0.10
H 1.93719 0.29442 -2.31712 0.10
H -1.83085 -0.59023 -3.85685 0.11
H -2.81706 -0.35381 -1.76414 0.05
H -2.65238 1.23616 -0.11135 0.09
H -3.38149 0.97211 -2.77395 0.10
H -0.28959 4.00253 -2.19973 0.13
H -1.10645 3.06754 -0.12138 0.09
P -2.88282 2.83318 -5.00471 0.82
C -2.86006 1.66366 -6.43530 -0.31
C -2.37082 4.34305 -5.97203 -0.29
P -5.28904 3.80340 -3.42215 0.77
C -4.72350 3.17331 -5.07610 -0.60
C -5.53549 5.58815 -3.92348 -0.32
C -7.07481 3.36027 -3.64088 -0.34
H -3.37250 0.73583 -6.14786 0.04
H -1.81248 1.44340 -6.68223 0.04
H -3.36601 2.12301 -7.29718 0.05
H -2.92986 4.35795 -6.92677 0.05
H -1.28699 4.25614 -6.16586 0.04
H -2.57989 5.25731 -5.38812 0.03
H -7.47730 3.78929 -4.57189 0.05
H -7.60836 3.77571 -2.77459 0.03
H -7.17115 2.26626 -3.64638 0.03
H -5.25983 2.23958 -5.32768 0.05
H -4.90408 3.93567 -5.86025 0.05
H -6.06143 6.07364 -3.08294 0.04
H -6.15830 5.63468 -4.83594 0.04
H -4.55835 6.07332 -4.08634 0.02
Cl -0.15981 -4.77636 2.81651 0.72
C -1.16276 -5.27720 1.48854 -0.70
C -1.39066 -4.36534 0.45195 -0.48
C -2.19737 -4.63484 -0.65211 -0.71
Cl -2.39809 -3.26980 -1.77880 0.66
C -2.86897 -5.85333 -0.74711 -0.65
Cl -3.87379 -6.15173 -2.13704 0.73
C -2.69282 -6.78610 0.33702 -0.64
Cl -3.53897 -8.26510 0.27090 0.78
C -1.83006 -6.52016 1.45051 -0.68
Cl -1.57317 -7.61932 2.72952 0.76